[1]
Density functional theory data (ωB97M-V/def2-TZVPD) for a structure of composition C12H8Se2.

Last column: Mulliken charge in e.
Geometry (Å):
C  -2.0001  -1.1625  1.0906  -0.541
C  -2.0968  -2.2730  0.2635  -0.320
C  1.2031  2.3305  0.3566  -0.312
C  1.0366  2.0749  -1.0747  -0.387
C  -0.9286  -0.2870  0.8243  -0.400
C  -1.1746  -2.8105  -0.5432  -0.400
C  1.7920  1.4199  1.1434  -1.020
C  1.0860  0.8598  -1.5469  -0.377
C  0.0075  -0.8084  -0.0826  0.173
C  -0.0836  -1.9962  -0.8254  -0.196
C  2.2286  0.1250  0.5991  0.018
C  1.5214  -0.1844  -0.6301  0.499
Se  3.9566  -0.1798  1.0959  -0.042
Se  1.8134  -2.0044  -1.5753  0.043
H  -2.6516  -1.0029  1.9474  0.385
H  -3.0259  -2.9056  0.3889  0.262
H  0.8758  3.3192  0.4806  0.493
H  1.0330  2.9171  -1.7083  0.470
H  -0.7168  0.5171  1.4668  0.417
H  -1.2410  -3.6508  -1.1941  0.400
H  1.9962  1.6279  2.2086  0.428
H  1.2922  0.6191  -2.5573  0.405

Lowest unoccupied orbital energy (alpha / beta) ... -1.232 / -1.232 eV
Largest force on an atom ... 5.30 eV/A
Orbital gap (alpha / beta) ... 0.2509 / 0.2508 Eh
Highest occupied orbital energy (alpha / beta) ... -8.06 / -8.06 eV
Electronic energy ... -5264.75653 Eh
Total charge ... 0

[2]
Density functional theory data (ωB97M-V/def2-TZVPD) for a structure of composition C12H9BaIN3O3S4.

Last column: Mulliken charge in e.
Geometry (Å):
Ba  10.9195  -14.1173  2.5108  1.435
O  7.2286  -14.2956  8.7186  -0.616
C  7.9295  -14.1045  7.7317  0.516
S  7.7573  -12.7983  6.5571  -0.210
C  9.3882  -12.8356  5.8383  0.127
C  10.1171  -13.9565  6.1949  -0.114
S  11.5843  -14.7102  5.6272  -0.535
S  9.3731  -15.0890  7.3415  -0.198
S  9.6846  -11.6657  4.6193  -0.543
N  14.6548  -11.5073  3.8793  -0.024
C  15.3998  -12.3665  3.0837  -0.609
C  14.4906  -13.2561  2.5640  -0.458
N  13.2368  -12.9492  3.0574  0.228
C  13.3568  -11.8969  3.8010  -0.397
H  15.0596  -10.7333  4.4144  0.224
H  16.4077  -12.2678  2.9101  0.443
H  14.6408  -14.0805  1.8649  0.370
H  12.5360  -11.4233  4.3934  0.279
O  12.7882  -15.8753  1.5680  -0.632
C  12.1194  -16.8011  0.8814  0.065
O  10.8227  -16.9206  0.7940  -0.679
H  12.7753  -17.5374  0.3135  0.334
I  12.0084  -13.6968  -1.5304  0.054
C  10.4932  -12.3233  -0.8005  0.003
C  10.1471  -11.2926  -1.6487  -0.365
C  9.0721  -10.5104  -1.2033  -0.132
C  8.3614  -10.7862  -0.0422  -0.680
C  8.8021  -11.8980  0.6502  -0.219
N  9.9356  -12.5628  0.3514  -0.049
H  10.6521  -11.1419  -2.6045  0.350
H  8.8235  -9.6139  -1.8034  0.317
H  7.5084  -10.1890  0.3467  0.350
H  8.3387  -12.1957  1.6078  0.363

Lowest unoccupied orbital energy ... 1.644 eV
Largest force on an atom ... 4.05 eV/A
ΔE to the lowest compared entry with this formula, charge and spin ... 0.0000 eV
Orbital gap ... 0.1710 Eh
Highest occupied orbital energy ... -3.01 eV
Electronic energy ... -2768.78953 Eh
Total charge ... -1